11
Properties=species:S:1:pos:R:3:forces:R:3:mulliken_charge:R:1 method="wB97M-V/def2-TZVPD" smiles=N#C[C@H](O)CO charge=0 gap_ev=11.34 e_above_lowest_kj_mol=174.35
O 1.75865 0.33057 0.32588 0.041 -0.487 0.149 -0.4892
C 0.68212 -0.37828 -0.25397 -0.334 -0.539 -0.208 -0.6933
C -0.62221 0.23947 0.23475 -0.056 -0.288 -0.041 0.4120
O -0.67751 1.61507 -0.02076 0.180 0.120 0.006 -0.5083
C -1.71274 -0.45912 -0.46037 -0.825 -0.536 -0.527 0.1148
N -2.48222 -1.10296 -1.03328 0.647 0.628 0.564 -0.3895
H 2.04936 -0.41432 0.85118 1.265 0.756 0.763 0.3588
H 0.78449 -0.41375 -1.34058 -0.274 0.227 0.022 0.2974
H 0.73616 -1.40494 0.13679 -0.395 -0.004 -0.460 0.3943
H -0.70441 0.02531 1.31529 -0.077 0.104 -0.228 0.1532
H 0.18831 1.96294 0.24506 -0.172 0.021 -0.039 0.3498


24
Properties=species:S:1:pos:R:3:forces:R:3:mulliken_charge:R:1 method="wB97M-V/def2-TZVPD" charge=0 gap_ev="7.49 / 7.49" e_above_lowest_kj_mol=482.41
C 1.39512 0.46643 0.02066 -1.588 0.362 0.564 1.1396
C -0.60815 -1.22644 -0.01956 -1.467 0.186 -0.920 -0.2877
C -0.38774 0.12125 0.34041 4.140 0.063 0.000 0.0699
C 0.18986 1.19824 -0.50009 0.124 -0.141 -0.031 -0.9109
C -3.33083 0.08102 0.62424 -0.059 -0.224 0.004 -0.7191
C 2.27904 -0.22160 -0.97262 0.013 -0.101 -0.194 -1.4232
C 2.08687 0.99608 1.24440 0.146 0.232 -0.068 -1.5156
N -0.32248 -1.81027 -1.21134 -0.446 0.493 0.547 -0.3738
O -2.34723 -0.14576 -0.33116 -0.830 -0.734 -0.010 -0.6170
H -0.84105 -1.91498 0.78647 0.041 0.054 -0.076 0.4227
H -0.55724 0.34095 1.38578 -0.205 0.046 -0.146 0.3202
H -0.64248 -2.75775 -1.33960 -0.058 0.110 0.094 0.2631
H -0.47728 -1.22421 -2.02037 0.117 -0.007 0.038 0.2553
H 0.01898 2.20732 -0.13311 -0.086 -0.057 -0.019 0.3187
H 0.00334 1.12783 -1.56936 0.024 0.009 0.024 0.2533
H -3.56978 1.15489 0.74081 0.112 -0.112 -0.106 0.2230
H -3.04851 -0.27171 1.64029 0.031 0.024 -0.119 0.2454
H -4.28066 -0.42531 0.38070 0.046 0.016 0.068 0.2523
H 2.92903 0.51361 -1.46965 -0.011 0.096 0.237 0.3610
H 1.73177 -0.68634 -1.79604 0.079 -0.156 0.294 0.3107
H 2.93397 -0.94991 -0.48727 -0.095 -0.111 -0.152 0.3538
H 2.63529 0.20557 1.76460 -0.048 0.035 -0.009 0.3422
H 1.39178 1.45198 1.95346 0.017 -0.047 -0.067 0.3556
H 2.81837 1.76912 0.96835 0.003 -0.036 0.046 0.3606


33
Properties=species:S:1:pos:R:3:forces:R:3:mulliken_charge:R:1 method="wB97M-V/def2-TZVPD" charge=+1 gap_ev=9.07 e_above_lowest_kj_mol=509.39
N 1.48589 0.12725 -0.95856 0.641 8.389 -0.752 -0.0649
C 0.17144 0.61832 -1.51816 -0.981 -1.379 -2.562 -0.5315
C -0.88261 0.13031 -0.60176 -4.263 -2.601 1.169 -0.6084
N -0.75048 0.64152 0.73894 -0.597 1.444 -0.130 -0.0996
C -1.42912 2.23340 2.53906 -0.300 1.685 0.600 -1.1538
C -1.81732 1.59991 1.19222 0.838 1.019 0.077 0.2314
C -3.20359 0.97230 1.29423 0.276 -0.241 -3.511 -0.1850
O -3.76449 0.83826 0.19750 -0.089 -0.219 2.629 -0.5093
H 1.79485 0.59345 -0.06400 -0.995 -0.115 -0.669 0.4413
H 2.21440 0.47038 -1.58900 0.084 -0.232 -0.083 0.3908
H 1.64425 -0.76342 -0.82449 0.357 -6.912 0.656 0.1497
H -0.04235 0.11500 -2.56536 0.972 0.785 2.002 0.2430
H 0.15935 1.70221 -1.73800 0.457 -0.524 0.699 0.3595
H -0.85734 -1.02853 -0.48550 0.436 1.661 -0.660 0.2810
H -2.07072 0.22830 -0.90960 3.255 0.300 0.021 0.3288
H -0.36641 -0.03188 1.38798 -0.530 0.214 0.445 0.2862
H -1.05870 1.52472 3.38097 -0.191 1.076 -1.799 0.3088
H -0.69953 3.12585 2.25148 -1.366 -1.966 1.350 0.2704
H -2.42304 2.65551 2.98926 1.896 -0.283 -0.769 0.3454
H -1.95228 2.47352 0.36258 0.506 -2.157 1.879 0.2176
H -3.59528 0.62810 2.27055 -0.164 0.013 -0.281 0.3810
H -0.33433 -2.55312 2.63838 1.458 1.192 -0.325 0.3308
H 1.21306 -2.75880 2.81444 -2.256 2.808 -1.175 0.3207
O 0.51071 -2.02079 2.48867 0.724 -3.892 1.419 -0.6555
H 1.59980 -2.62781 -1.92860 1.862 -0.612 2.172 0.3787
H 2.39340 -3.32641 -0.72682 3.350 -8.402 2.775 0.1940
O 2.07929 -2.60249 -1.01654 -4.758 9.293 -4.643 -0.6293
H 0.72258 -2.69662 -4.33588 1.145 0.415 0.297 0.3200
H 0.31231 -3.23358 -3.10763 -1.538 -1.257 1.342 0.3258
O 1.08098 -2.81496 -3.42780 -0.163 0.666 -2.092 -0.6762
H 4.46100 1.38325 -0.67066 0.511 0.308 0.085 0.3158
H 4.31502 2.73237 0.07124 1.194 1.732 0.324 0.3060
O 3.89218 1.93506 -0.13151 -1.769 -2.207 -0.488 -0.6133


39
Properties=species:S:1:pos:R:3:forces:R:3:mulliken_charge:R:1 method="wB97M-V/def2-TZVPD" charge=+1 gap_ev="5.98 / 5.94" e_above_lowest_kj_mol=94.72
Ir -0.44671 0.37653 -0.41413 -0.463 0.994 -0.923 0.6267
N 4.92621 -0.18785 -0.03964 -0.060 0.050 0.198 -0.5505
N 3.74547 0.42676 -0.38653 0.059 -0.014 -0.094 1.1968
N 3.70232 1.68003 -0.76990 -0.009 -0.025 -0.065 -0.9349
C 2.39906 1.86270 -0.90730 -0.018 -0.033 -0.186 -0.2975
N 1.71198 0.75326 -0.60736 0.100 0.036 0.336 -0.1219
N 2.60847 -0.16803 -0.27226 -0.053 0.022 0.041 -0.2817
H 5.68409 0.29192 -0.50999 -0.007 -0.069 -0.066 0.3120
H 4.86823 -1.17311 -0.26612 0.053 0.027 -0.099 0.2894
H 1.96560 2.77981 -1.25872 -0.056 0.072 0.092 0.6152
Te -1.37425 2.56818 -1.21675 0.588 -1.410 0.830 0.3544
C -0.26772 4.05001 -0.25074 0.057 0.243 -0.315 0.0433
C -0.36145 5.31791 -0.83291 0.058 -0.006 0.084 -0.4281
C 0.35563 6.37734 -0.29788 -0.011 0.003 -0.020 -0.6295
C 1.15428 6.17883 0.81886 0.013 -0.019 0.014 -0.4115
C 1.22556 4.92537 1.41724 -0.029 0.050 -0.030 -0.5977
C 0.51513 3.86230 0.88652 -0.034 -0.196 0.079 -0.0330
H -0.99385 5.48137 -1.69744 0.014 0.012 -0.012 0.3392
H 0.28591 7.35703 -0.75063 0.004 -0.002 -0.003 0.3892
H 1.71600 7.00536 1.23279 -0.010 0.003 0.010 0.4004
H 1.83171 4.78089 2.30150 -0.012 -0.005 0.006 0.4062
H 0.55209 2.89346 1.37064 0.018 -0.026 -0.057 0.4409
F -3.15602 0.52783 0.51351 -0.051 -0.071 0.001 -0.2108
C -2.41699 -0.14608 -0.41468 -0.089 0.122 0.035 0.5256
F -3.02266 0.11991 -1.61496 0.016 -0.009 0.053 -0.2338
F -2.68819 -1.45162 -0.18382 0.079 -0.034 -0.033 -0.2237
C -0.98626 -2.82854 1.98307 0.047 0.008 -0.009 -0.4146
C 0.06836 -2.14110 2.85935 0.015 -0.030 -0.051 -0.6855
C 0.76327 -1.15632 1.91208 0.038 0.074 0.145 -0.1339
O 0.21468 -1.41166 0.57294 -0.221 0.340 0.162 -0.5658
C -0.34914 -2.75909 0.61665 -0.019 -0.093 -0.135 -0.6341
H -1.92190 -2.27325 1.97790 -0.026 -0.006 0.015 0.2099
H -1.18916 -3.85084 2.29523 0.017 -0.003 -0.010 0.4155
H 0.78994 -2.87067 3.22416 -0.005 0.008 0.028 0.3123
H -0.36636 -1.63739 3.71927 -0.010 0.011 -0.012 0.3387
H 1.83814 -1.31087 1.85938 0.006 -0.015 -0.027 0.3053
H 0.56283 -0.11049 2.14497 -0.011 -0.060 0.006 0.1581
H 0.49240 -3.44933 0.51992 0.017 0.022 0.012 0.3523
H -1.01587 -2.87325 -0.22782 -0.004 0.028 0.001 0.3570


8
Properties=species:S:1:pos:R:3:forces:R:3:mulliken_charge:R:1 method="wB97M-V/def2-TZVPD" charge=0 gap_ev=10.31 e_above_lowest_kj_mol=233.02
O 2.57649 0.21310 -0.05395 -0.515 -0.287 0.048 -0.3976
C 1.72357 -0.56911 0.06198 0.917 -0.625 0.063 0.7645
N -0.17914 1.02295 -0.07308 -0.094 0.310 -0.007 -0.6066
C -0.92227 0.04677 -0.00237 1.505 -0.104 0.056 0.6796
N -1.41353 -1.07512 0.08857 -2.516 2.119 -0.271 -0.5363
O 0.97643 -1.45848 0.18749 1.111 0.435 -0.047 -0.4459
H -0.53828 1.94759 -0.18221 -0.009 0.415 -0.049 0.2259
H -2.22328 -0.12770 -0.02642 -0.398 -2.264 0.207 0.3162


26
Properties=species:S:1:pos:R:3:forces:R:3:mulliken_charge:R:1 method="wB97M-V/def2-TZVPD" charge=+1 gap_ev=8.34
C -1.41331 -1.09314 -0.36054 1.487 0.740 -0.993 -0.3899
O -2.47736 -1.10044 0.65621 -4.073 0.613 -2.228 -0.4830
B -3.77979 -0.66967 0.11099 3.811 3.565 1.648 0.5049
N -4.72444 -1.73806 -0.41041 -1.247 -0.915 0.094 -0.3303
O -4.24874 0.74490 0.05786 1.378 -4.045 -1.531 -0.4521
H -1.62080 -1.75922 -1.30089 0.143 0.998 1.827 0.2715
H -0.44228 -1.51065 0.16088 -2.098 1.111 -1.130 0.1042
H -1.30536 0.01926 -0.74184 0.277 -2.341 0.822 0.2765
H -5.70038 -1.34431 -0.35297 0.890 -0.726 -0.173 0.3677
H -4.53652 -2.01841 -1.40273 -0.128 0.235 0.866 0.3847
H -4.64055 -2.60661 0.18493 -0.181 0.887 -0.742 0.3771
H -4.30517 1.02009 -0.90388 -0.181 -0.083 1.486 0.3579
O 1.28557 -0.12977 -1.83815 0.523 0.758 1.696 -0.5869
C 1.87960 0.16945 -0.80700 -0.233 -0.041 -1.140 0.7543
O 1.75443 1.40954 -0.28003 -0.653 -0.290 -0.435 -0.3493
C 2.29110 1.81990 0.99235 0.370 0.089 0.100 -0.3710
C 3.75885 2.18334 0.86983 0.134 -0.084 -0.124 -0.9678
C 2.82475 -0.80077 -0.15915 -0.209 -0.478 0.458 -1.0225
H 2.10215 1.06152 1.75688 0.076 -0.052 -0.131 0.3351
H 1.72672 2.70885 1.29392 -0.075 -0.240 -0.310 0.3163
H 4.35996 1.33091 0.54364 -0.049 0.047 0.135 0.2786
H 4.14918 2.53296 1.82946 -0.063 -0.017 -0.109 0.3517
H 3.89572 2.97005 0.12211 -0.092 -0.034 0.166 0.3099
H 3.76857 -0.80329 -0.71125 -0.161 -0.035 0.043 0.2864
H 2.37534 -1.79972 -0.19971 0.218 0.199 -0.261 0.2972
H 3.02280 -0.59673 0.88951 0.138 0.138 -0.034 0.3786